1.
Computed, not measured: a structure of composition C48H45As2F5NOP2Pt, with ωB97M-V/def2-TZVPD.

Last column: Mulliken charge in e.
Element x y z (Å)
Pt  -0.21546  -0.31474  0.56660  3.9704
C  3.43856  -0.77818  1.23160  -1.0182
As  2.15062  0.42933  0.44831  0.6033
C  2.77058  0.37156  -1.39403  -1.5161
C  2.62376  2.15061  1.21277  0.1694
C  3.19924  2.07015  2.47984  -0.8811
C  3.49865  3.21287  3.20627  -0.9575
C  3.21408  4.45317  2.66288  -0.9778
C  2.64240  4.54005  1.40012  -0.0668
C  2.32432  3.40703  0.65256  0.1369
As  1.60581  3.62139  -1.17349  0.3184
C  1.52746  5.56981  -1.28229  -1.3935
C  -0.29806  3.35171  -0.77609  -0.7748
H  4.44266  -0.38810  1.07505  0.5683
H  3.31360  -1.73099  0.71930  0.2293
H  3.25299  -0.92565  2.28888  0.1980
H  3.65946  0.98992  -1.49224  0.4865
H  2.01166  0.72127  -2.08454  0.3365
H  3.01519  -0.66852  -1.60472  0.5606
H  3.43415  1.10488  2.90899  0.4972
H  3.95850  3.12807  4.18273  0.4577
H  3.44071  5.35857  3.21202  0.4300
H  2.44789  5.52396  0.99583  0.3432
H  0.96157  6.01233  -0.46242  0.3454
H  1.02414  5.80174  -2.22037  0.4266
H  2.52837  5.99619  -1.32034  0.4278
H  -0.65028  4.04767  -0.01330  0.3923
H  -0.47696  2.32860  -0.44417  -0.3684
H  -0.86084  3.50907  -1.69682  0.5975
C  -1.92053  -1.02537  3.31227  -2.4836
N  -3.18433  -0.38528  3.03523  1.0954
C  -3.39556  0.26360  1.76364  -2.5794
P  -2.49242  -0.60307  0.42901  0.0992
C  -3.05934  0.17717  -1.09758  0.6617
C  -3.38918  1.53130  -1.13968  -0.6294
C  -3.78756  2.10921  -2.33546  -0.6682
C  -3.84517  1.34513  -3.49341  -0.6949
C  -3.51303  -0.00266  -3.45548  -0.6666
C  -3.12689  -0.58942  -2.26027  -0.7949
C  -3.13142  -2.28528  0.45037  0.8550
C  -4.47832  -2.53193  0.72103  -0.8852
C  -4.95685  -3.83083  0.70498  -0.7369
C  -4.09754  -4.88621  0.41908  -0.6540
C  -2.75536  -4.64478  0.16391  -0.9318
C  -2.26618  -3.34523  0.18658  0.0690
C  -4.12326  -0.19898  4.06750  0.4196
C  -4.97582  0.90575  4.06519  -0.1719
C  -5.90166  1.07628  5.08562  -0.8504
C  -5.98375  0.16554  6.12763  -0.5448
C  -5.13424  -0.93157  6.13247  -0.7851
C  -4.21783  -1.12329  5.10940  -0.2593
P  -0.46939  -0.05404  2.71808  0.7326
C  0.88927  -0.86956  3.56864  1.3334
C  1.19204  -2.18009  3.18501  -0.7388
C  2.19260  -2.87326  3.84826  -0.5587
C  2.90547  -2.25789  4.87055  -0.7482
C  2.61649  -0.94996  5.23819  -0.6415
C  1.60053  -0.25328  4.59603  -0.8668
C  -0.74867  1.57387  3.42972  0.4182
C  -1.22999  1.67721  4.73765  -0.5996
C  -1.47492  2.92600  5.28451  -0.8497
C  -1.24742  4.07188  4.53031  -0.8885
C  -0.78302  3.97109  3.22635  -0.3647
C  -0.53992  2.72178  2.67265  0.5600
H  -1.82229  -2.02726  2.87397  0.3284
H  -1.79957  -1.14055  4.38787  1.2258
H  -3.05603  1.30858  1.73746  0.6251
H  -4.46066  0.26631  1.52729  1.1482
H  -3.32955  2.14704  -0.25052  0.3316
H  -4.05210  3.15834  -2.36257  0.4824
H  -4.15373  1.79937  -4.42605  0.4146
H  -3.55711  -0.60062  -4.35637  0.4734
H  -2.88457  -1.64547  -2.23307  0.4402
H  -5.16240  -1.72142  0.93890  0.3338
H  -6.00142  -4.02059  0.91451  0.4709
H  -4.47619  -5.90013  0.40625  0.4133
H  -2.08206  -5.46618  -0.04425  0.5250
H  -1.20566  -3.15944  0.04022  0.4665
H  -4.90529  1.64931  3.28098  0.4316
H  -6.55563  1.93924  5.06756  0.4065
H  -6.70306  0.30492  6.92309  0.4140
H  -5.19700  -1.66200  6.92960  0.4167
H  -3.60048  -2.01372  5.10651  0.5171
H  0.68998  -2.63744  2.33946  0.1130
H  2.43036  -3.88618  3.55021  0.4837
H  3.69411  -2.79856  5.37835  0.4011
H  3.17666  -0.47264  6.03189  0.4652
H  1.36975  0.76373  4.89120  0.4698
H  -1.41817  0.79082  5.33253  0.4125
H  -1.85309  3.00571  6.29572  0.4923
H  -1.44498  5.04611  4.95986  0.4489
H  -0.61389  4.86223  2.63538  0.4838
H  -0.20755  2.63286  1.64901  -0.4267
F  1.61012  -2.78101  -5.56622  -0.3090
C  1.39205  -2.68861  -4.25299  0.6339
C  0.70812  -1.61617  -3.72172  -0.0719
F  0.27680  -0.62293  -4.50321  -0.3342
C  0.50297  -1.56218  -2.35776  0.0044
F  -0.05611  -0.40681  -1.85243  -0.2679
C  0.94275  -2.50876  -1.42980  0.0583
O  0.73519  -2.42330  -0.15066  -0.8185
C  1.65893  -3.56933  -2.02457  0.0986
F  2.14558  -4.53199  -1.22836  -0.3498
C  1.87077  -3.66001  -3.38467  0.2585
F  2.54484  -4.69639  -3.88111  -0.3040

Atomic forces in eV per Å
0.1 -0.5 -0.1
0.0 0.0 0.0
0.1 -0.1 -0.1
0.0 0.1 0.1
-0.1 0.1 0.0
0.0 0.0 0.0
0.0 0.0 0.0
0.0 0.0 0.0
0.0 0.0 0.0
0.0 0.0 0.1
0.1 -0.1 0.0
0.0 0.0 0.0
-0.1 0.1 -0.1
0.0 0.0 0.0
0.0 0.0 0.0
0.0 0.0 0.1
0.0 0.0 0.0
0.0 0.1 0.0
0.0 0.0 0.0
0.0 0.0 0.0
0.0 0.0 0.0
0.0 0.0 0.0
0.0 0.0 0.0
0.0 0.0 0.0
0.0 0.0 0.0
0.0 0.0 0.0
0.0 0.0 0.0
0.0 -0.1 0.0
0.0 0.0 0.0
-0.1 0.1 -0.1
0.0 -0.1 0.0
0.1 0.0 0.1
0.1 -0.1 -0.1
-0.1 0.0 0.0
0.1 0.0 0.0
0.0 0.0 0.0
0.0 0.0 0.0
0.0 0.0 0.0
0.0 0.0 0.0
0.0 -0.1 0.0
0.0 0.0 -0.1
0.0 0.0 0.0
0.0 0.0 0.0
-0.1 0.0 0.0
0.1 0.0 0.1
0.1 0.0 0.0
0.0 0.0 0.0
0.0 0.0 0.0
0.0 0.0 0.0
0.0 0.0 0.0
0.0 0.0 0.0
-0.2 0.2 0.2
0.0 0.0 0.1
0.0 0.0 0.1
0.0 0.0 0.0
0.0 0.0 0.0
0.0 0.0 0.0
0.0 0.0 0.0
0.0 0.0 0.1
0.0 0.1 0.0
0.0 0.0 0.0
0.0 0.0 0.0
0.0 0.0 0.0
0.0 0.0 0.1
0.0 0.0 0.0
0.0 0.0 0.0
0.0 0.0 0.1
0.0 0.0 0.0
0.0 0.0 0.0
0.0 0.0 0.0
0.0 0.0 0.0
0.0 0.0 0.0
0.0 0.0 0.0
0.0 0.0 0.0
0.0 0.0 0.0
0.0 0.0 0.0
0.0 0.0 0.0
0.0 0.0 -0.1
0.0 0.0 0.0
0.0 0.0 0.0
0.0 0.0 0.0
0.0 0.0 0.0
0.0 0.0 0.0
0.0 0.0 0.0
0.0 0.0 0.0
0.0 0.0 0.0
0.0 0.0 0.0
0.0 0.0 0.0
0.0 0.0 0.0
0.0 0.0 0.0
0.0 0.0 0.0
0.0 0.0 0.0
0.1 0.0 0.0
0.0 0.0 0.0
0.0 0.0 -0.1
0.0 0.0 0.0
0.0 0.0 0.0
0.0 0.2 0.1
-0.3 0.0 0.0
0.1 -0.4 -0.2
0.0 0.6 -0.2
-0.1 -0.1 0.2
0.0 0.0 0.0
0.1 -0.1 0.0
0.0 0.0 0.0

spin multiplicity = 1
total energy = -7758.81378 Eh
total charge = +1
gap between HOMO and LUMO = 0.2535 hartree
E_HOMO = -10.0 eV

=====

2.
Computed, not measured: a structure of composition C48H45AuCl2GeNOS5Te at a distorted geometry, with ωB97M-V/def2-TZVPD.

Last column: Löwdin spin population.
Element x y z (Å)
Au  0.23331  -0.88976  1.79904  0.4820
S  0.20576  5.33686  5.90776  0.0024
C  0.14968  3.92952  5.05347  0.0027
S  -0.92907  3.64297  3.72824  0.0082
C  -0.33747  2.05128  3.25108  0.0260
C  0.65141  1.53186  4.03558  0.0178
S  1.53340  0.07653  3.85036  0.1386
S  1.15699  2.55659  5.38418  0.0035
S  -1.05656  1.39400  1.84511  0.1957
Cl  -1.57490  -0.06052  -1.48171  0.0062
C  -3.31291  -0.48513  -1.57495  0.0016
Cl  -3.75260  -1.09478  -3.16288  -0.0001
H  -3.89816  0.41283  -1.38332  0.0000
H  -3.52087  -1.27399  -0.85128  0.0002
C  -1.07833  -1.79465  3.06288  0.8908
Ge  -2.94379  -1.97097  2.74729  0.1344
C  -3.97019  -0.25762  2.85531  0.0161
C  -4.79036  0.27343  1.87054  0.0023
C  -5.37968  1.51621  2.03380  0.0012
C  -5.15591  2.24911  3.18650  0.0008
C  -4.34280  1.72947  4.17862  0.0009
C  -3.76318  0.48864  4.00955  0.0070
C  -3.75975  -3.13794  4.14674  0.0119
C  -4.78864  -2.72374  4.98120  0.0023
C  -5.33079  -3.57628  5.92460  0.0006
C  -4.84993  -4.86834  6.04771  0.0012
C  -3.79533  -5.28263  5.25052  0.0006
C  -3.25891  -4.42173  4.31453  0.0051
C  -3.36188  -2.88266  1.02519  0.0160
C  -4.66820  -3.18325  0.66075  0.0016
C  -4.94451  -3.83702  -0.52717  0.0011
C  -3.90880  -4.21406  -1.36571  0.0001
C  -2.60080  -3.94027  -1.00241  0.0010
C  -2.33023  -3.27970  0.18345  0.0086
H  -0.67249  -2.24665  3.95828  0.0596
H  -4.97182  -0.28610  0.96005  0.0001
H  -6.00879  1.92113  1.25081  0.0001
H  -5.60735  3.22406  3.31656  0.0000
H  -4.15025  2.30306  5.07507  0.0001
H  -3.11606  0.08357  4.77864  0.0039
H  -5.17032  -1.71598  4.88586  0.0002
H  -6.13380  -3.23029  6.56410  0.0001
H  -5.29248  -5.55750  6.75622  0.0001
H  -3.39452  -6.28159  5.36182  0.0000
H  -2.43381  -4.73981  3.69104  0.0029
H  -5.47968  -2.90657  1.32182  0.0001
H  -5.96863  -4.05568  -0.79871  0.0002
H  -4.11599  -4.72105  -2.29941  0.0000
H  -1.78562  -4.24047  -1.64475  0.0002
H  -1.30636  -3.06799  0.46132  0.0078
C  2.34979  5.90835  -5.92088  -0.0005
C  2.14462  4.79271  -4.93325  -0.0037
C  1.79241  3.51913  -5.33903  0.0030
C  1.57021  2.49736  -4.42272  0.0054
C  1.10448  1.17683  -4.96737  0.0081
C  1.73353  2.71570  -3.05426  0.1229
Te  1.22832  1.14437  -1.44336  0.1926
N  1.13774  -0.65921  -0.18723  0.3597
C  1.23818  -1.91700  -0.46032  0.0355
O  0.94463  -2.77228  0.43112  0.1334
C  1.64698  -2.47120  -1.78619  0.0058
C  2.61944  -3.46586  -1.83044  0.0026
C  2.93681  -4.08122  -3.02603  0.0012
C  2.27101  -3.73290  -4.19034  0.0001
C  1.28415  -2.76358  -4.14459  0.0008
C  0.97895  -2.12855  -2.95431  0.0043
C  3.25609  1.23930  -0.77689  0.0017
C  3.56773  1.71149  0.49539  -0.0021
C  2.54492  2.26356  1.43013  0.0048
C  4.88315  1.65851  0.94418  0.0002
C  5.89712  1.15066  0.15429  -0.0010
C  7.30908  1.05457  0.65609  -0.0002
C  5.57485  0.69144  -1.11279  0.0010
C  4.27071  0.71870  -1.57990  0.0004
C  3.98479  0.17055  -2.94142  0.0055
C  2.06861  4.01092  -2.64445  0.0171
C  2.19414  4.35263  -1.19207  0.0044
C  2.26800  5.02236  -3.57230  0.0064
H  2.34268  5.53038  -6.94240  0.0000
H  3.29898  6.41528  -5.74237  -0.0001
H  1.55434  6.65068  -5.82778  -0.0002
H  1.67655  3.31639  -6.39742  0.0004
H  1.41084  1.06231  -6.00755  0.0004
H  0.01521  1.12777  -4.92938  0.0001
H  1.49967  0.34796  -4.38869  0.0051
H  3.11310  -3.75736  -0.91477  0.0006
H  3.68840  -4.85905  -3.04501  0.0001
H  2.50991  -4.21912  -5.12832  0.0000
H  0.72732  -2.51720  -5.03706  0.0001
H  0.20233  -1.37795  -2.93158  0.0042
H  1.53824  2.04877  1.07431  0.0050
H  2.65579  3.34233  1.55705  0.0000
H  2.67198  1.80241  2.40772  0.0024
H  5.10675  2.00546  1.94552  0.0001
H  7.43530  1.62428  1.57411  0.0000
H  8.01050  1.42388  -0.09231  0.0000
H  7.56196  0.01394  0.86496  -0.0001
H  6.35645  0.28650  -1.74590  0.0003
H  4.74366  -0.55579  -3.23254  0.0003
H  3.96438  0.97582  -3.67791  -0.0001
H  3.00890  -0.31608  -2.93909  0.0048
H  1.36517  3.91340  -0.63742  0.0022
H  2.18733  5.43262  -1.04638  0.0002
H  3.12358  3.95765  -0.78605  -0.0002
H  2.51219  6.02095  -3.22809  0.0014

Atomic forces in eV per Å
-0.5 0.6 0.7
0.0 0.5 0.4
-0.1 -0.8 -0.3
0.5 -0.2 0.4
0.1 0.2 0.4
-0.1 0.4 0.2
0.3 -0.5 0.2
-0.5 0.4 -0.5
-0.2 -0.1 -0.5
-1.3 -0.3 0.0
0.3 0.2 0.5
-0.1 -0.1 -0.5
0.2 -0.1 0.0
0.1 0.2 -0.1
-0.3 -0.2 0.1
-0.6 0.1 -0.1
0.4 -0.6 0.0
0.0 -0.3 -0.1
-0.1 0.1 -0.1
-0.1 0.1 0.0
0.0 0.1 0.2
0.1 -0.2 0.1
0.2 0.4 -0.3
0.0 0.2 -0.2
-0.2 -0.1 0.2
0.0 -0.1 0.1
0.0 -0.3 0.1
0.2 0.0 -0.2
0.2 0.3 0.6
-0.1 0.1 0.2
-0.2 -0.1 -0.1
0.0 -0.1 -0.1
0.0 -0.1 -0.2
0.2 0.1 0.2
0.1 -0.1 0.2
0.0 0.0 -0.1
0.0 0.0 0.0
0.0 0.0 -0.1
0.0 0.0 0.1
0.1 0.1 0.1
-0.1 0.1 0.0
0.0 0.0 0.0
0.0 0.0 0.1
0.0 -0.1 0.0
0.1 -0.1 0.0
-0.1 0.0 0.0
-0.1 0.0 0.0
0.0 0.0 0.0
0.1 0.0 -0.1
0.2 0.0 0.0
0.0 0.0 0.1
0.0 0.0 0.0
0.1 0.2 -0.1
0.0 -0.3 0.1
0.0 0.0 0.0
-0.1 -0.2 0.0
0.9 1.2 -0.3
0.2 0.1 -0.2
0.1 -0.5 -0.2
0.2 -0.5 -0.1
0.0 -0.1 -0.1
0.0 0.1 0.1
0.1 -0.1 -0.1
0.0 0.0 -0.1
0.0 0.0 -0.2
-0.1 0.0 0.0
-0.1 -0.1 0.0
-0.2 0.2 0.1
-0.1 0.0 0.1
0.2 -0.1 -0.1
0.0 0.1 0.1
-0.1 0.0 0.0
0.0 0.0 0.0
0.0 -0.1 -0.2
0.0 -0.1 -0.1
0.0 0.1 0.3
0.0 0.1 0.0
0.0 0.0 -0.2
0.0 0.0 -0.1
0.0 0.0 0.0
0.0 0.1 0.0
0.0 0.0 -0.1
0.0 -0.1 -0.1
-0.1 -0.1 0.0
0.0 -0.1 0.0
0.0 0.0 0.1
0.1 0.0 0.0
0.0 0.0 0.0
0.0 0.1 -0.1
0.0 0.0 0.0
-0.1 0.1 0.3
0.0 0.1 -0.1
-0.1 0.0 0.0
0.0 0.0 0.1
0.1 0.0 0.1
0.1 0.0 0.0
0.1 0.0 0.0
0.0 -0.1 -0.1
0.0 0.0 -0.1
-0.1 0.0 -0.1
0.1 -0.1 -0.2
0.1 0.1 0.2
0.0 0.0 0.0
0.0 0.0 0.1
0.0 0.1 0.1

spin multiplicity = 4
ΔE to the lowest compared entry with this formula, charge and spin = 164.4 kJ/mol
total energy = -7377.97466 Eh
total charge = -2
gap between HOMO and LUMO (spin up / spin down) = 0.1827 / 0.1501 hartree
E_HOMO (spin up / spin down) = -1.2 / -1.1 eV